(1)
Molecular formula: C20H17N3PdS3Sb
Method: DFT, wB97M-V/def2-TZVPD

The geometry in XYZ format:
```
45
Properties=species:S:1:pos:R:3:lowdin_charge:R:1
H 0.613 1.017 -6.037 0.1010
C 2.537 -2.856 0.279 -0.0852
C 1.084 0.918 3.796 -0.3513
H 2.109 1.219 3.592 -0.0042
H 2.387 0.309 -2.186 0.0772
Pd -0.053 0.885 0.026 0.2108
C 0.183 -2.334 0.002 -0.6981
H 0.814 1.168 4.823 0.0007
H 2.565 0.225 -4.689 0.0961
S -3.106 2.708 -2.694 0.9880
C 3.384 -5.127 0.053 -0.2002
C 0.681 -6.000 -0.468 -0.1976
N 0.524 1.130 -2.196 0.0388
H -2.927 1.462 2.983 -0.0116
H -3.197 2.124 0.850 0.0688
C -2.014 0.959 3.300 -0.3193
C -0.535 1.521 -4.303 -0.0361
C -2.920 2.206 -0.193 -0.2207
C 1.514 -1.911 0.257 -0.6708
S -1.182 -1.248 -0.019 0.5890
N 4.273 -5.859 0.078 0.1397
C 0.588 1.053 -4.955 -0.0811
S 1.931 -0.238 0.576 0.5115
H -4.728 3.197 -0.939 0.0546
C 1.675 0.610 -4.213 -0.0728
H -1.406 1.842 -4.860 0.0934
H 1.014 -0.156 3.637 -0.0027
C -0.390 3.736 3.463 -0.3346
H 0.572 4.244 3.441 -0.0067
H -1.954 0.990 4.388 0.0025
H 3.548 -2.528 0.485 0.1058
H -1.060 -4.025 -0.417 0.1052
C 0.980 -4.628 -0.215 -0.2096
Sb -0.271 1.845 2.439 1.2748
C -3.755 2.766 -1.113 -0.4431
C -1.678 1.742 -0.730 -0.3803
N 0.417 -7.099 -0.682 0.1417
C -1.659 1.974 -2.091 -0.5333
C -0.048 -3.693 -0.225 -0.0849
H -0.670 3.539 4.497 -0.0046
C 1.589 0.659 -2.833 -0.1327
H -2.046 -0.074 2.955 -0.0069
C 2.297 -4.204 0.041 -0.2121
C -0.543 1.554 -2.906 -0.2904
H -1.136 4.380 3.003 -0.0087
```

As for the molar mass: 623.8 g mol⁻¹. Its LUMO energy is 0.08732 hartree. The energy above the lowest of the compared OMol25 structures with the same formula, charge and spin is 0.774 eV. The electronic energy comes out at -2499.38015 a.u. Its charge is -1.

(2)
Molecular formula: C34H55N10O3PS2SiTl
Method: DFT, wB97M-V/def2-TZVPD

The geometry in XYZ format:
```
107
Properties=species:S:1:pos:R:3:lowdin_charge:R:1
C -4.060 4.133 -1.539 -0.0153
H 3.887 -0.586 -6.596 0.0725
C -1.499 1.065 3.521 -0.0409
H -5.956 -2.136 0.488 0.0928
H -3.217 -1.020 2.795 0.0666
H 0.018 -5.319 -0.089 0.0642
H -1.518 -6.424 3.123 0.0913
N 2.022 -1.006 -4.655 -0.0185
H 0.439 -3.792 -2.324 0.0552
H 0.023 -4.637 -3.836 0.0936
C -0.133 -5.430 0.989 -0.0361
H -3.567 3.441 3.050 0.0905
N -1.683 1.416 -1.262 0.0002
C 0.261 6.301 -0.059 -0.0177
C 2.200 3.350 -0.835 -0.1119
C 3.479 -0.158 0.906 -0.2115
N 1.016 2.787 -0.444 -0.0098
C 4.286 0.277 3.118 -0.0369
C -1.794 -5.402 2.849 -0.0293
H -3.680 -2.689 2.441 0.0753
C 1.996 -0.459 -3.420 -0.7832
C 4.230 -1.227 -5.779 -0.0846
C 2.362 1.352 2.247 -0.1261
H -0.894 -1.781 -3.156 0.0522
H -2.840 -5.237 3.121 0.0861
H -5.317 0.342 1.140 0.0936
H 4.616 -2.648 -0.308 0.1022
H 4.998 0.097 3.914 0.1168
N 0.828 4.967 -0.280 -0.1153
H -2.482 -4.887 -4.474 0.0934
H 3.164 1.779 4.191 0.1100
C 3.266 1.201 3.283 -0.0397
H -2.427 -5.855 -0.512 0.0672
C 3.640 -0.753 -0.446 -0.2819
H -5.006 -1.939 -1.004 0.0923
C -2.162 2.589 -0.890 -0.4637
N -3.251 2.915 -1.640 -0.1119
C -1.281 2.256 1.675 -0.4638
H -2.599 -2.016 -3.642 0.0868
H 4.886 -1.779 -1.823 0.0656
H -1.820 0.817 4.522 0.1322
C 4.794 -1.660 -0.749 -0.0116
O -1.936 -3.811 1.109 -0.1501
H 0.162 -6.440 1.281 0.0942
C 3.051 -1.939 -5.123 -0.2389
H -0.566 6.487 -0.738 0.0877
H 0.514 -4.710 1.500 0.0771
H -4.938 -1.464 2.724 0.0931
H 5.731 -1.269 -0.346 0.0821
H -2.072 4.278 3.488 0.0830
H 3.383 -2.511 -4.264 0.1000
C 4.396 -0.405 1.918 0.0025
C -2.520 -6.079 0.554 -0.0151
H -4.632 -3.263 0.117 0.0836
C -3.976 -1.312 0.794 -0.6100
H -4.769 4.149 -2.361 0.0940
C -1.607 -2.473 -3.612 -0.0314
H -2.275 -7.131 0.722 0.0948
H 3.036 2.746 -1.164 0.1172
H 4.750 -0.604 -5.047 0.0706
H 1.525 2.038 2.332 0.1014
C -0.301 -4.435 -2.810 -0.0313
N 2.765 -0.426 -1.313 -0.0847
H -3.594 0.790 1.052 0.0699
H 1.462 -0.539 -5.345 0.1110
H 2.806 5.496 -0.949 0.1291
C -3.446 1.898 -2.540 -0.0382
S 0.802 0.797 -3.167 0.6443
H -2.282 0.031 -2.771 0.0840
H -1.171 -4.704 3.416 0.0902
H 4.938 -1.952 -6.190 0.0750
Si -1.709 -2.746 -0.094 -0.1027
H -4.610 4.160 -0.602 0.0895
C -2.709 -4.694 -3.421 -0.0241
H 5.192 -1.123 1.771 0.1131
H -3.701 -4.240 -3.350 0.0912
C 2.097 4.707 -0.741 -0.0302
N 2.874 -0.922 -2.555 0.0118
H -0.352 -5.388 -2.276 0.0803
S 0.313 -2.062 -0.025 0.4289
N -0.652 1.110 1.466 -0.0031
H -3.433 5.019 -1.609 0.0822
H -4.489 0.394 -0.434 0.0734
Tl 0.541 0.373 -0.580 0.5169
C -4.373 0.148 0.624 -0.0236
H -2.772 3.087 4.585 0.0940
C -1.668 -3.764 -2.821 -0.6394
C -2.604 3.334 3.543 -0.0161
C -2.471 0.975 -2.289 -0.1297
H -4.252 1.916 -3.261 0.1317
H 2.580 -2.623 -5.827 0.1120
H -0.093 6.406 0.962 0.0848
H -3.559 -5.909 0.853 0.0925
P -1.521 3.607 0.473 1.1868
N -1.818 2.261 2.927 -0.1117
H -1.287 -2.671 -4.639 0.0968
H -2.723 -5.648 -2.886 0.0819
H 1.032 7.041 -0.239 0.0932
O -2.108 -3.491 -1.480 -0.1291
O -2.654 -1.435 0.202 -0.1612
N 2.450 0.679 1.103 0.0572
C -4.957 -2.219 0.054 -0.0169
C -0.781 0.357 2.599 -0.1234
C 0.196 3.771 -0.118 -0.4418
H -0.360 -0.641 2.666 0.1123
C -1.590 -5.182 1.359 -0.6378
C -3.953 -1.646 2.286 -0.0152
```

As for the molar mass: 979.5 g mol⁻¹. Its LUMO energy is -0.08518 hartree. The energy above the lowest of the compared OMol25 structures with the same formula, charge and spin is 0.000 eV. The electronic energy comes out at -3701.63057 a.u. Its charge is +1.

(3)
Molecular formula: C11H19As2CoN5O4S
Method: DFT, wB97M-V/def2-TZVPD

The geometry in XYZ format:
```
43
Properties=species:S:1:pos:R:3:lowdin_spin:R:1
As 1.361 -0.513 -1.573 0.4104
C 0.548 -3.279 -1.742 0.0196
As -0.438 -0.440 1.177 0.0632
O 0.265 2.016 -3.735 0.0089
H -1.534 -3.249 1.513 0.0002
H -1.765 -1.519 3.036 0.0027
C 0.132 4.355 1.447 0.0125
C -0.284 -2.094 0.194 0.0083
H -2.117 0.215 2.886 0.0001
H 1.104 -3.291 -2.672 0.0019
H 1.585 0.514 -3.822 0.0011
C 0.464 -2.119 -0.982 0.0865
H -3.366 5.198 2.156 0.0003
O -0.618 0.526 -1.942 0.1621
C -1.963 -0.711 2.334 0.0186
C 1.307 -0.486 -3.489 0.0157
H 0.941 -1.560 2.977 0.0012
C -0.094 -4.432 -1.309 0.0066
H -3.710 3.533 2.076 0.0003
C -0.935 -3.247 0.612 0.0018
H 0.292 -0.695 -3.814 0.0002
H 3.378 -0.651 -0.048 0.0006
C 0.990 -0.586 2.492 0.0090
Co -0.233 1.679 -0.042 2.7083
H 3.582 -1.652 -1.514 0.0177
H -2.850 -0.931 1.744 0.0002
H -1.327 -5.313 0.207 -0.0001
N -1.330 2.843 1.840 0.0129
H 2.012 -1.222 -3.876 0.0055
H 1.959 -0.465 2.011 0.0002
C -0.827 -4.416 -0.131 -0.0010
S 0.024 1.844 -2.346 0.0213
N -3.092 4.258 2.418 0.0035
O -0.815 2.875 -1.643 0.0651
N -1.815 4.031 1.980 0.0103
H 3.758 0.131 -1.600 0.0002
H 0.865 0.204 3.231 0.0005
H -0.027 -5.337 -1.897 0.0010
H 1.060 4.833 1.186 0.0004
O 1.300 1.802 -1.476 0.1905
N -0.049 3.031 1.488 0.0284
N -0.972 5.013 1.771 0.0048
C 3.234 -0.695 -1.124 0.0986
```

As for the spin multiplicity: 5. As for the molar mass: 526.1 g mol⁻¹. Its LUMO energy (spin up / spin down) is -0.10401 / -0.14563 hartree. The energy above the lowest of the compared OMol25 structures with the same formula, charge and spin is 1.226 eV. The electronic energy comes out at -7257.45024 a.u. The expectation value of S² is 6.010. Its charge is +1.

(4)
Molecular formula: C5H8N2O
Method: DFT, wB97M-V/def2-TZVPD

The geometry in XYZ format:
```
16
Properties=species:S:1:pos:R:3:lowdin_charge:R:1
H -0.909 -1.941 0.699 0.1156
C -0.782 -0.855 0.792 -0.2110
C 1.199 0.790 0.649 -0.1736
C 0.793 -0.492 -0.064 -0.5507
H -1.681 -0.691 2.464 0.0609
N 1.027 1.933 0.162 0.1359
H -1.761 -0.892 -1.353 0.1048
H -1.495 0.853 -0.759 0.1033
O 1.453 -1.544 0.038 -0.0084
H 1.614 0.561 1.634 0.1313
H 0.674 0.865 -1.880 0.0920
H 0.541 -0.934 -2.227 0.1127
C 0.259 -0.097 -1.600 -0.1255
N -1.181 -0.146 1.759 0.0987
C -1.081 -0.084 -1.107 0.0452
H 1.331 2.674 0.792 0.0688
```

As for the molar mass: 112.1 g mol⁻¹. Its LUMO energy (spin up / spin down) is -0.03124 / -0.03125 hartree. The energy above the lowest of the compared OMol25 structures with the same formula, charge and spin is 5.275 eV. The electronic energy comes out at -379.89431 a.u. Its charge is 0.

(5)
Molecular formula: C40H42NOP2Pd
Method: DFT, wB97M-V/def2-TZVPD

The geometry in XYZ format:
```
87
Properties=species:S:1:pos:R:3:lowdin_spin:R:1
C 1.896 -3.759 -0.521 0.0007
C -4.092 5.433 1.905 0.1401
H 2.534 -3.033 -2.452 0.0000
C 0.254 0.624 -4.278 0.0060
C 0.350 4.208 2.486 -0.0004
H -1.619 1.044 2.406 0.0355
H 1.998 5.373 1.789 0.0003
H 2.239 -4.984 -6.363 0.0000
H -1.067 6.433 -0.576 0.0179
C 2.492 -2.046 3.441 0.0039
C -0.493 5.728 0.039 0.0904
C -0.086 4.452 -0.402 0.4970
H -0.128 1.772 -1.059 0.0011
H 0.091 -5.883 -7.266 0.0000
H 1.791 -7.741 3.431 0.0000
C 1.727 -3.244 -1.756 0.0011
H -3.479 9.236 1.713 -0.0012
C 0.088 -1.191 -2.687 0.0077
H -0.207 7.282 1.581 0.0022
C -2.847 7.298 1.095 0.1561
C 1.030 3.103 2.121 0.0373
H -1.993 -4.300 -3.830 0.0000
C 0.101 -5.325 -6.327 0.0000
C 1.498 -7.498 2.414 0.0000
C 1.467 -8.482 1.429 -0.0001
H -0.606 -2.171 4.868 0.0001
C 1.746 2.944 0.815 0.0398
H -0.358 4.186 3.325 0.0000
C 0.199 1.543 -3.226 -0.0009
H -3.016 0.335 1.399 0.0341
H 2.850 3.062 0.929 0.0006
H -5.465 8.353 3.017 0.0151
N -2.986 5.956 1.275 0.2890
H 3.508 -1.711 3.637 0.0003
C 0.741 -6.813 -0.184 0.0001
H 0.243 -1.476 -4.821 0.0000
H -0.809 3.917 -1.020 0.0216
H 1.540 1.924 0.427 0.0024
C -4.999 6.295 2.511 0.0527
H 2.977 -2.704 1.444 -0.0001
H 1.239 -5.413 2.882 0.0000
H -5.861 5.840 2.994 0.0002
H 1.058 -8.899 -0.638 0.0000
C 0.197 -2.322 4.145 0.0107
H 1.515 3.516 -1.205 0.0096
P 0.364 -3.977 0.429 0.0033
C 1.300 -4.817 -5.825 0.0000
H 1.157 2.238 2.792 0.0029
H 2.834 -4.140 -0.116 0.0000
H -2.027 7.636 0.459 0.0170
H 1.739 -1.462 5.377 -0.0002
P -0.002 -2.985 -2.248 0.0008
H -1.133 -3.216 2.674 0.0044
H 1.741 -9.506 1.672 0.0000
C 1.157 -6.179 2.108 0.0001
H 0.315 -0.690 -0.573 0.0164
H 1.198 6.989 0.605 0.0000
C 2.204 -2.636 2.210 -0.0001
O -2.040 5.095 0.911 0.2384
C 1.084 -8.133 0.132 0.0001
H -2.029 -5.524 -5.994 0.0000
H 0.327 0.954 -5.316 0.0004
C 0.023 1.098 -1.903 0.0070
H 0.494 -6.549 -1.216 0.0000
H 2.262 -3.697 -4.290 0.0000
C 0.126 -3.867 -3.899 -0.0001
C 0.756 -5.819 0.818 0.0016
C 0.910 -3.113 1.962 0.0065
H 0.260 2.608 -3.433 -0.0001
C 0.350 6.468 1.091 0.0044
C -1.068 -4.426 -4.397 0.0000
Pd -0.601 -0.814 0.796 0.5313
C 1.308 -4.087 -4.631 0.0000
C -1.944 0.638 1.382 0.2688
C 1.310 3.999 -0.258 0.0728
H 1.151 6.110 3.063 -0.0003
C -3.698 8.172 1.766 0.0398
C 0.970 5.564 2.125 0.0004
C 0.015 -0.262 -1.629 0.0189
C -4.783 7.680 2.495 0.2332
C -1.086 -5.128 -5.607 0.0000
H 2.122 4.737 -0.258 0.0079
C 0.198 -0.747 -4.009 0.0000
C 1.502 -1.904 4.410 0.0014
H -1.758 1.391 0.599 0.0251
C -0.111 -2.901 2.913 0.0116
H -4.156 4.338 1.901 0.0152
```

As for the spin multiplicity: 4. As for the molar mass: 721.2 g mol⁻¹. Its LUMO energy (spin up / spin down) is 0.01785 / -0.03822 hartree. The energy above the lowest of the compared OMol25 structures with the same formula, charge and spin is 0.000 eV. The electronic energy comes out at -2489.56782 a.u. The expectation value of S² is 3.785. Its charge is 0.

- Look up the electronic energy of the first one.
  -2499.38015 a.u.

- Look up the electronic energy of the third one.
  -7257.45024 a.u.

- Look up the charge of the second one.
  +1

- What is the molar mass in the first record?
  623.8 g mol⁻¹